No. 1
{"formula": "C7H11N2", "method": "ωB97M-V/def2-TZVPD", "elements": ["C", "C", "C", "C", "C", "C", "C", "N", "N", "H", "H", "H", "H", "H", "H", "H", "H", "H", "H", "H"], "coordinates": [[2.6835, 1.0950, 2.8004], [2.3218, 1.7906, 1.8688], [0.3656, 0.1418, -0.4365], [-1.5322, -1.0422, -1.1317], [-1.9744, -0.1222, -0.0584], [0.9245, -1.5930, -2.1047], [-0.5636, 1.3688, 1.3421], [0.0013, -0.8399, -1.1785], [-0.7114, 0.5605, 0.3363], [3.1549, 0.9236, 3.7217], [-1.9282, -2.1161, -1.0575], [-1.8272, -0.6390, -2.0638], [-2.7500, 0.6301, -0.4460], [-2.4853, -0.6097, 0.7942], [1.3283, -2.4953, -1.6143], [0.3526, -1.6918, -3.0078], [1.6467, -0.7922, -2.2722], [0.3930, 1.6236, 1.7652], [-1.5021, 1.6189, 1.8448], [2.1023, 2.1886, 0.8979]], "forces_ev_per_angstrom": [[-0.490, 2.148, -1.497], [0.991, -1.306, 0.532], [3.037, -0.252, -0.424], [0.815, -2.078, -0.716], [-2.397, 1.399, 0.603], [-0.650, 1.989, 1.170], [-1.995, -1.442, -0.613], [-1.912, -0.701, 0.919], [-0.951, 0.798, 1.333], [0.136, -0.748, 0.721], [1.033, 1.514, 0.079], [-0.603, 0.020, -1.154], [1.323, -0.859, 0.503], [0.722, 0.179, -0.261], [-0.364, 0.462, -0.494], [-0.012, -0.799, -0.467], [0.588, -0.733, -0.149], [0.225, 0.290, -0.391], [0.367, 0.086, 0.068], [0.137, 0.034, 0.238]], "nbo_charge": [-0.18, -0.30, 0.21, -0.27, -0.28, -0.40, 0.18, -0.32, -0.33, 0.25, 0.26, 0.22, 0.26, 0.25, 0.25, 0.22, 0.25, 0.27, 0.21, 0.26], "e_tot_ev": -10405.4068, "homo_lumo_gap_ev": 8.01, "lumo_energy_ev": -5.3, "total_charge": 1, "homo_energy_ha": -0.489}

***

No. 2
{"formula": "C7H11N2", "method": "ωB97M-V/def2-TZVPD", "elements": ["N", "C", "C", "C", "N", "C", "C", "C", "C", "H", "H", "H", "H", "H", "H", "H", "H", "H", "H", "H"], "coordinates": [[-1.6624, 1.0038, -0.6105], [-1.7847, -0.4298, -0.4177], [-1.2222, -0.6289, 0.9919], [-0.0891, 0.3463, 0.9098], [1.1234, 0.0562, 0.4713], [2.2199, 0.9989, 0.5054], [3.2571, 0.4728, -0.1344], [2.9126, -0.7098, -0.6366], [1.6356, -1.0798, -0.3335], [-1.2673, 1.4370, -1.4650], [-2.3459, 1.6222, -0.1432], [-1.0563, -0.8947, -1.0532], [-2.7925, -0.8166, -0.5416], [-2.0336, -0.2545, 1.6115], [-1.0388, -1.6866, 1.1541], [-0.2108, 1.3038, 1.3744], [1.9645, 1.9044, 1.0117], [4.1278, 1.0295, -0.4159], [3.6775, -1.3253, -1.1045], [1.0095, -1.9244, -0.4670]], "forces_ev_per_angstrom": [[0.581, 1.969, -0.131], [0.204, 0.175, 0.057], [-1.071, 0.059, -1.101], [0.733, -0.865, 0.327], [0.560, -0.343, -1.039], [-1.969, 0.122, 0.844], [0.802, 5.025, 1.150], [-1.219, -5.928, -1.776], [0.335, 1.934, 1.216], [-0.849, -0.900, 0.677], [0.517, -0.738, -0.587], [-0.180, -0.373, -0.907], [0.050, -0.209, -0.221], [0.488, -0.026, 0.777], [0.488, 0.112, 0.458], [0.276, 0.258, 0.318], [0.496, 0.516, 0.058], [0.489, -0.022, 0.395], [-0.643, -0.167, -0.297], [-0.091, -0.599, -0.220]], "nbo_charge": [-0.83, -0.19, -0.50, 0.39, -0.35, 0.00, -0.24, -0.18, -0.06, 0.42, 0.40, 0.20, 0.22, 0.25, 0.26, 0.24, 0.23, 0.26, 0.26, 0.24], "e_tot_ev": -10408.7590, "homo_lumo_gap_ev": 8.31, "lumo_energy_ev": -5.0, "total_charge": 1, "smiles": "NCCC=[N+]1C=CC=C1", "homo_energy_ha": -0.488}

***

No. 3
{"formula": "C7H11N2O", "method": "ωB97M-V/def2-TZVPD", "elements": ["C", "C", "C", "N", "C", "C", "O", "C", "N", "C", "H", "H", "H", "H", "H", "H", "H", "H", "H", "H", "H"], "coordinates": [[1.0639, 1.4288, -0.9479], [-0.1745, 1.4471, -0.9399], [-1.4446, 1.0644, -0.5753], [-1.5554, 0.5122, 0.6509], [-2.7124, 0.6158, 1.4767], [-0.3209, -0.1112, 1.1695], [-0.0113, 0.1211, 2.2731], [0.3960, -0.9309, 0.1681], [1.6969, -0.4120, -0.3689], [2.3872, -1.2823, -1.2548], [1.9945, 1.8598, -1.2792], [-2.2732, 1.2737, -1.1045], [-2.9988, -0.2778, 1.9191], [-2.7109, 1.4637, 2.2572], [-3.5321, 0.9602, 0.6590], [0.4853, -1.9512, 0.6990], [-0.2409, -1.2722, -0.7705], [2.1587, 0.0171, 0.3904], [1.7905, -2.0706, -1.4828], [2.7882, -0.6792, -2.0961], [3.2138, -1.7766, -0.8428]], "forces_ev_per_angstrom": [[0.792, -0.812, -0.658], [-1.141, -0.082, 0.001], [3.358, -0.531, 2.939], [1.371, -0.350, -0.833], [-2.784, 4.118, -1.841], [-1.492, 2.029, -1.792], [0.842, -0.318, 1.981], [-0.003, -3.756, -2.302], [-3.304, 1.074, 1.022], [2.107, 2.175, -0.673], [-0.101, 0.068, 0.399], [-2.875, 0.548, -1.898], [-0.336, -1.696, 0.750], [0.468, -1.315, -1.227], [1.348, -0.917, 2.265], [0.536, 1.380, -0.618], [1.024, 1.276, 1.881], [1.366, 0.096, 0.877], [-2.105, -1.923, -1.525], [-0.558, -0.721, 0.122], [1.486, -0.344, 1.129]], "nbo_charge": [0.02, -0.16, 0.17, -0.37, -0.41, 0.68, -0.45, -0.36, -0.47, -0.42, 0.26, 0.23, 0.23, 0.25, 0.22, 0.27, 0.24, 0.41, 0.22, 0.23, 0.23], "e_tot_ev": -12453.5604, "homo_lumo_gap_ev": 7.98, "lumo_energy_ev": -5.2, "total_charge": 1, "smiles": "C#C/C=[N+](/C)C(=O)CNC", "homo_energy_ha": -0.485}

***

No. 4
{"formula": "C7H11N2O", "method": "ωB97M-V/def2-TZVPD", "elements": ["C", "C", "C", "C", "C", "C", "C", "N", "N", "O", "H", "H", "H", "H", "H", "H", "H", "H", "H", "H", "H"], "coordinates": [[-1.2549, 1.1333, -0.5379], [-1.0126, 2.3487, -0.0263], [-0.6742, 0.1659, 0.3489], [-0.0861, -2.0776, -1.0640], [-0.2198, 0.8420, 1.4004], [0.5205, 0.4250, 2.6878], [1.4187, -1.7561, -2.7178], [-0.4012, 2.1619, 1.1597], [-0.8048, -1.2257, 0.0883], [0.8163, -1.2955, -1.5652], [-1.6857, 1.0638, -1.4715], [-1.0095, 3.1945, -0.5957], [1.5873, 0.6388, 2.5273], [0.0661, 1.0206, 3.4637], [0.3932, -0.6487, 2.7940], [2.5684, -1.8713, -2.6204], [1.3673, -0.9687, -3.4560], [0.8910, -2.6834, -3.0705], [0.0676, 2.8644, 1.8287], [-0.7186, -1.8677, 0.9758], [-1.8291, -1.4641, -0.1493]], "forces_ev_per_angstrom": [[0.727, -0.536, 0.642], [0.376, -1.390, 0.468], [-1.669, 0.534, -2.203], [1.203, 1.791, -0.215], [2.109, 0.022, 2.880], [-0.541, 0.261, -2.337], [2.712, -1.641, -2.695], [1.851, 1.704, 2.697], [-1.612, -3.467, 1.433], [-2.577, -0.350, 2.984], [-0.809, -0.782, -1.816], [-0.426, 2.536, -0.668], [-0.308, -0.015, 0.437], [0.234, -0.253, 0.687], [0.025, 0.012, 0.592], [-2.039, -0.230, 0.482], [-0.529, 0.189, -0.205], [0.853, 0.858, 0.268], [-1.393, -1.300, -1.863], [0.217, 1.480, -1.775], [1.596, 0.576, 0.206]], "nbo_charge": [-0.31, -0.02, -0.04, 0.47, 0.18, -0.63, -0.29, -0.48, -0.64, -0.44, 0.23, 0.23, 0.24, 0.24, 0.22, 0.23, 0.22, 0.22, 0.44, 0.46, 0.46], "e_tot_ev": -12454.6596, "homo_lumo_gap_ev": 8.30, "lumo_energy_ev": -4.1, "total_charge": 1, "homo_energy_ha": -0.457}

***

No. 5
{"formula": "C7H11N2O2S", "method": "ωB97M-V/def2-TZVPD", "elements": ["C", "C", "S", "O", "O", "C", "C", "N", "C", "C", "N", "C", "H", "H", "H", "H", "H", "H", "H", "H", "H", "H", "H"], "coordinates": [[-2.3085, -0.8473, 2.6191], [-1.7391, 0.0962, 1.5685], [-1.4039, -0.7701, 0.0159], [-2.4165, -1.3097, -0.8222], [-0.3834, -1.6557, 0.4398], [-0.5807, 0.4833, -0.9491], [-1.4139, 1.5142, -1.4069], [-2.1080, 2.4192, -1.5702], [0.8483, 0.3267, -1.1514], [1.8190, -0.6513, -0.6851], [2.9663, 0.1443, -1.2205], [2.0087, 1.1747, -1.6617], [-1.7325, -1.8231, 2.7361], [-2.4304, -0.3468, 3.5593], [-3.2385, -1.3106, 2.4533], [-0.7856, 0.3585, 1.8325], [-2.3832, 0.8308, 1.3593], [1.8450, -0.8799, 0.4044], [1.9443, -1.5953, -1.1637], [3.6760, 0.5940, -0.5940], [3.5664, -0.3454, -1.9339], [1.9974, 1.5352, -2.6591], [2.2529, 2.0581, -1.1702]], "forces_ev_per_angstrom": [[1.346, -2.118, 0.171], [-1.159, -4.022, -0.556], [-0.018, -0.261, 0.146], [-0.999, 0.547, 0.243], [1.983, -1.418, 0.279], [5.492, -1.094, -0.647], [0.019, 1.214, 0.047], [0.076, -0.281, -0.228], [-5.094, 2.078, 0.425], [0.749, -2.138, 2.317], [3.065, 0.555, -0.447], [-1.723, 0.124, -0.965], [0.138, 1.652, 0.111], [0.377, 0.326, 0.515], [-1.671, 0.208, -0.988], [2.278, 1.175, 0.658], [-2.229, 3.286, -0.560], [0.135, 0.418, -0.665], [-0.825, -0.910, -0.420], [-0.923, -0.854, -0.085], [-1.100, 0.508, 0.533], [0.237, -0.570, -1.447], [-0.154, 1.577, 1.565]], "nbo_charge": [-0.64, -0.60, 2.19, -0.87, -0.98, -0.37, 0.19, -0.17, 0.08, -0.25, -0.51, -0.25, 0.24, 0.24, 0.24, 0.23, 0.23, 0.29, 0.27, 0.45, 0.45, 0.27, 0.25], "e_tot_ev": -25336.6365, "homo_lumo_gap_ev": 9.18, "lumo_energy_ev": -4.9, "total_charge": 1, "smiles": "CCS(=O)(=O)C(C#N)=C1C[NH2+]C1", "homo_energy_ha": -0.517}

***

So what do the calculations give for energy above the lowest of the compared OMol25 structures with the same formula, charge and spin? Going down the list: 609.0; 285.6; 470.3; 364.2; 336.2 kJ/mol.